Record 1
The following is a quantum chemistry calculation of one molecule with the formula C21H25N3O2, from OMol25.

XYZ file:
```
51
C21H25N3O2 wB97M-V/def2-TZVPD
O -1.5133 3.3047 -0.7215
C -2.3981 2.7934 -0.0735
N -2.3389 1.5322 0.4534
C -1.2826 0.6231 0.4492
C -0.0504 0.8974 -0.1398
C 0.9536 -0.0508 -0.1144
C 0.7569 -1.2828 0.5021
C -0.4677 -1.5407 1.1136
C -1.4786 -0.6058 1.0812
H -2.4282 -0.8207 1.5517
H -0.6074 -2.4881 1.6113
C 1.8043 -2.3377 0.5774
O 1.8804 -3.1217 1.5040
N 2.6732 -2.3601 -0.4669
H 2.4972 -1.7803 -1.2713
C 3.6875 -3.3801 -0.5892
C 3.4022 -4.3512 -1.7024
C 2.1074 -4.8006 -1.9502
N 1.7977 -5.6519 -2.9094
C 2.7705 -6.1131 -3.6765
C 4.0975 -5.7420 -3.5216
C 4.4145 -4.8419 -2.5179
H 5.4371 -4.5248 -2.3652
H 4.8617 -6.1429 -4.1694
H 2.4680 -6.8096 -4.4471
H 1.2799 -4.4581 -1.3418
H 4.6676 -2.9131 -0.7396
H 3.6938 -3.9101 0.3708
H 1.9087 0.1953 -0.5552
H 0.1117 1.8520 -0.6113
H -3.1655 1.2067 0.9362
C -3.7297 3.4775 0.1831
C -4.1057 3.6708 1.6580
C -3.3229 4.7469 2.4235
C -3.5410 6.1697 1.8696
H -4.2571 6.7289 2.4712
C -2.1603 6.8254 1.8640
H -2.0828 7.6215 1.1250
H -1.9411 7.2463 2.8472
C -1.2180 5.6608 1.5809
H -1.2576 5.3868 0.5267
H -0.1838 5.8849 1.8379
C -1.7954 4.5352 2.4364
H -1.4222 4.6248 3.4581
H -1.5075 3.5526 2.0680
H -3.9287 6.1282 0.8522
H -3.6932 4.7063 3.4533
H -5.1645 3.9415 1.6971
H -3.9967 2.7248 2.1960
H -4.5046 2.8719 -0.2963
H -3.6967 4.4391 -0.3282
```

SMILES = O=C(CCC1CCCC1)Nc1ccc(C(=O)NCc2cccnc2)cc1
Relative energy (zero: lowest compared OMol25 entry of this formula, charge and spin) = 18.2 kcal per mole
HOMO = -0.3208 Eh
Net charge = 0

---

Record 2
The following is a quantum chemistry calculation of one molecule with the formula C21H25N3O2, from OMol25.

XYZ file:
```
51
C21H25N3O2 wB97M-V/def2-TZVPD
C 1.1950 2.9260 -3.4277
H 0.4735 2.9577 -2.6168
H 0.7098 2.5483 -4.3245
H 1.5322 3.9409 -3.6249
C 2.3993 2.0589 -3.0483
N 2.0953 0.6916 -2.6588
C 2.1373 0.3413 -1.2697
C 0.9328 0.6515 -0.4339
N 0.5172 -0.0469 0.5785
C -0.5792 0.6457 1.0005
N -0.8012 1.7192 0.2987
O 0.1891 1.7382 -0.6409
C -1.4646 0.1951 2.1093
C -0.6608 -0.0864 3.3615
C 0.3891 0.7561 3.7061
C 1.1235 0.5339 4.8565
C 0.8120 -0.5311 5.6843
C -0.2412 -1.3660 5.3555
C -0.9742 -1.1453 4.2022
H -1.7957 -1.8017 3.9557
H -0.4958 -2.1951 5.9998
H 1.3851 -0.7062 6.5829
H 1.9397 1.1954 5.1088
H 0.6309 1.5952 3.0692
C -2.2363 -1.0050 1.6082
C -1.5574 -2.1495 1.2075
C -2.2564 -3.2449 0.7356
C -3.6392 -3.2100 0.6601
C -4.3192 -2.0720 1.0560
C -3.6203 -0.9728 1.5257
H -4.1560 -0.0848 1.8302
H -5.3975 -2.0374 0.9975
H -4.1847 -4.0667 0.2916
H -1.7217 -4.1317 0.4264
H -0.4796 -2.1661 1.2637
H -2.1642 1.0145 2.3139
H 2.3007 -0.7384 -1.1761
H 2.9958 0.8438 -0.8070
C 1.2553 -0.1182 -3.5023
H 1.6025 -1.1590 -3.4186
C -0.2621 -0.1070 -3.2206
O -0.6214 -0.7740 -2.0342
H -0.3175 -1.6880 -2.0738
H -0.7766 -0.5618 -4.0805
H -0.6278 0.9126 -3.0979
H 1.4100 0.2005 -4.5335
C 3.4205 2.0457 -4.1932
H 3.7960 3.0503 -4.3679
H 2.9708 1.6860 -5.1149
H 4.2553 1.3976 -3.9403
H 2.8817 2.5200 -2.1797
```

SMILES = CC(C)N(CCO)Cc1nc(C(c2ccccc2)c2ccccc2)no1
Relative energy (zero: lowest compared OMol25 entry of this formula, charge and spin) = 77.8 kcal per mole
HOMO = -0.3086 Eh
Net charge = 0

---

Record 3
The following is a quantum chemistry calculation of one molecule with the formula C21H25N3O4, from OMol25.

XYZ file:
```
53
C21H25N3O4 wB97M-V/def2-TZVPD
C -1.5069 -0.1815 2.0295
H -2.4476 -0.7249 1.8890
O -0.5374 -0.5918 1.0942
C -0.2234 -1.9605 1.2079
H 0.1599 -2.1840 2.2185
C 0.8228 -2.4039 0.1794
O 0.5408 -3.2363 -0.6634
N 2.0643 -1.9051 0.3237
C 2.4300 -0.8770 1.2762
H 2.6712 -1.3300 2.2487
C 3.6379 -0.0783 0.7724
H 3.6370 0.8996 1.2545
H 4.5749 -0.5778 1.0229
C 3.5729 0.0614 -0.7531
C 3.7352 -1.3227 -1.3965
C 3.1499 -2.4131 -0.4879
H 3.9240 -2.8000 0.1849
H 2.7549 -3.2388 -1.0810
H 3.2038 -1.3027 -2.3476
H 4.7870 -1.5316 -1.5890
H 4.3670 0.7381 -1.1047
O 2.3089 0.5201 -1.1963
C 1.7677 1.6685 -0.7040
C 0.3763 1.6885 -0.6834
C -0.3107 2.7931 -0.2084
C 0.4004 3.8991 0.2474
C 1.7815 3.8919 0.1952
C 2.4745 2.7852 -0.2723
H 3.5541 2.7999 -0.2963
H 2.3360 4.7546 0.5343
H -0.1382 4.7473 0.6397
C -1.7956 2.7132 -0.0624
O -2.3833 3.1387 0.9130
N -2.4145 2.1023 -1.1015
H -1.8416 1.7815 -1.8654
C -3.7520 1.5687 -1.0127
C -3.7635 0.0736 -0.7785
N -4.7229 -0.3748 0.0192
C -4.7846 -1.6691 0.2770
C -3.8833 -2.5928 -0.2291
C -2.8812 -2.1313 -1.0693
C -2.8269 -0.7780 -1.3579
H -2.0634 -0.4034 -2.0222
H -2.1470 -2.8073 -1.4827
H -3.9614 -3.6385 0.0254
H -5.5922 -1.9721 0.9315
H -4.2505 2.0563 -0.1723
H -4.3023 1.7993 -1.9323
H -0.1316 0.7850 -0.9800
H 1.5809 -0.2037 1.4027
H -1.1220 -2.5705 1.0385
H -1.1551 -0.3450 3.0554
H -1.6748 0.8806 1.8688
```

SMILES = COCC(=O)N1CCC(Oc2cccc(C(=O)NCc3ccccn3)c2)CC1
Relative energy (zero: lowest compared OMol25 entry of this formula, charge and spin) = 54.4 kcal per mole
HOMO = -0.3214 Eh
Net charge = 0

---

Record 4
The following is a quantum chemistry calculation of C21H25N3O5S as an isolated structure, from OMol25.

XYZ file:
```
55
C21H25N3O5S wB97M-V/def2-TZVPD
C -5.5571 -3.4751 0.8908
C -4.8587 -2.0943 0.9777
C -4.3499 -1.4376 -0.3806
O -3.9235 -0.2561 -0.2615
C -2.6762 -0.2285 0.0090
C -1.8891 -1.1408 0.6281
C -0.6180 -0.8880 1.0846
C -0.0827 0.5701 0.7382
C -0.9902 1.5980 0.3794
C -2.2020 1.2470 0.1109
O -3.2249 2.3911 -0.2752
C -2.9001 3.6354 -0.5948
C -2.7727 4.1662 0.6900
H -3.7567 4.3868 1.3017
H -2.5682 5.3705 0.4592
H -2.1376 3.9262 1.6356
H -1.7887 3.4368 -0.9458
H -3.5964 3.8806 -1.0878
H -0.4532 2.6886 0.3644
C 1.2906 0.8959 1.2486
N 2.1147 -0.0817 1.2754
N 3.3386 0.3389 1.6877
C 4.4142 -0.6001 1.6544
O 4.1499 -1.8522 1.8198
C 5.8200 0.0402 1.3178
H 6.6402 -0.9121 1.5893
H 6.0028 0.3801 2.3794
S 6.1094 0.9951 0.0010
C 5.4772 -0.4419 -1.1062
C 4.1107 -0.4759 -1.3561
C 3.3668 -1.5070 -1.3257
C 1.9612 -1.6632 -1.6219
C 1.3739 -0.4289 -1.8487
C 2.0241 0.5960 -2.0281
C 3.3738 0.6658 -1.7837
H 4.0104 1.8521 -1.8521
H 1.5424 1.6252 -2.4636
N -0.0703 -0.4657 -1.8605
O -0.6465 -1.5187 -2.1509
O -0.7395 0.7087 -2.2124
H 1.5013 -2.6216 -1.2178
H 3.7215 -2.4484 -0.7312
H 5.8456 -1.4151 -0.8689
H 6.0168 -0.2338 -2.1039
H 3.6367 1.2863 1.3807
H 1.7866 1.8382 1.0686
H 0.2345 -1.6489 1.2635
H -2.0275 -2.2267 0.6484
H -5.3240 -1.3285 -1.1475
H -3.9060 -2.1377 -0.7590
H -5.7395 -1.3533 1.3299
H -4.1656 -2.0778 1.6469
H -5.7802 -3.7942 1.6594
H -4.7944 -4.2492 0.5187
H -6.3246 -3.5167 0.2246
```

Relative energy (zero: lowest compared OMol25 entry of this formula, charge and spin) = 557.1 kcal per mole
HOMO = -0.2811 Eh
Net charge = 0

---

Record 5
The following is a quantum chemistry calculation of C21H25N8O6PtS as an isolated structure, from OMol25.

XYZ file:
```
62
C21H25N8O6PtS wB97M-V/def2-TZVPD
Pt -0.1592 0.2444 2.0652
N -0.3344 0.6647 4.4113
N -0.4661 2.0524 4.5935
C -0.5335 2.8987 3.5433
N -0.3909 4.1901 3.7546
N -0.7984 2.3071 2.3682
N -0.6534 2.9869 1.1735
O -0.6546 2.2536 0.1955
O -0.6962 4.1961 1.1210
H -0.9612 0.1879 5.0488
H 0.6288 0.3738 4.5868
H -0.2849 2.4221 5.5144
H -0.1611 4.5629 4.6623
H -0.5075 4.8235 2.9767
C 8.2707 0.1719 0.9521
C 6.8655 -0.0004 1.3126
C 5.8441 -0.0896 0.3094
C 4.5381 -0.1261 0.6688
C 4.2027 -0.1026 2.0541
C 5.1773 -0.0771 3.0738
C 6.4882 -0.0394 2.7116
S 2.4944 -0.0448 2.5353
O 1.7655 -1.0500 1.7433
O 2.4734 -0.2734 3.9583
O 2.0085 1.2884 2.1378
H 8.4575 0.1337 -0.1160
H 8.8912 -0.5678 1.4772
H 8.6255 1.1342 1.3542
H 6.1274 -0.1156 -0.7354
H 3.7536 -0.1772 -0.0757
H 4.8712 -0.1046 4.1112
H 7.2661 -0.0321 3.4663
C -1.4172 -2.4058 -7.6652
C -1.9451 -1.9853 -6.3471
C -2.9412 -0.9824 -6.2342
C -3.4225 -0.5806 -5.0270
C -2.9181 -1.1939 -3.8364
N -3.3513 -0.8968 -2.5863
C -4.4017 -0.0046 -2.2429
O -4.9901 0.6519 -3.0512
N -4.7663 -0.0170 -0.9124
C -4.1059 -0.3370 0.2850
C -4.8860 -0.7514 1.3651
C -4.2829 -1.0484 2.5651
C -2.9142 -0.8941 2.6852
N -2.1701 -0.4385 1.6769
C -2.7423 -0.1730 0.4882
C -1.9156 -2.2115 -3.9393
C -1.4507 -2.5893 -5.1513
H -1.9212 -1.9199 -8.4953
H -1.4922 -3.4921 -7.7763
H -0.3452 -2.1850 -7.7243
H -3.3331 -0.5316 -7.1372
H -4.1830 0.1780 -4.9617
H -2.9842 -1.4813 -1.8471
H -5.6951 0.3682 -0.8082
H -5.9600 -0.8470 1.2518
H -4.8675 -1.3940 3.4067
H -2.4011 -1.1423 3.6020
H -2.1033 0.2617 -0.2712
H -1.5432 -2.6845 -3.0370
H -0.6980 -3.3644 -5.2282
```

HOMO (spin up / spin down) = -0.5991 / -0.6200 Eh
<S²> = 6.04
Net charge = +3
2S+1 = 5

---

Record 6
The following is a quantum chemistry calculation of one molecule with the formula C21H25NO, from OMol25.

XYZ file:
```
48
C21H25NO wB97M-V/def2-TZVPD
O 2.6859 1.3806 -2.3287
C 1.6849 1.3166 -1.6481
C -3.4026 -3.1471 -2.1054
C -0.2944 2.0675 4.5118
C -2.1091 -3.6943 -2.2549
C -3.5831 -1.7359 -1.7227
C -1.1918 2.1401 3.4380
C 0.9466 1.5931 4.3712
C -0.9330 -2.8064 -2.0751
C -2.4150 -0.9673 -1.5721
C -0.7065 1.6966 2.1810
C 1.4663 1.3207 3.1193
C -1.0888 -1.4477 -1.7074
C 0.6304 1.3014 1.9850
N 0.4066 -0.4003 0.1113
C 0.5426 -2.7033 0.9681
C 0.5865 0.6262 -3.7111
C 2.3518 3.0694 0.0157
C -0.1116 -1.3086 1.1366
C 0.2059 -0.6592 -1.3361
C 1.2320 0.7849 0.6913
C 0.4407 0.6670 -2.1467
C 1.4273 1.9341 -0.2757
H -4.1389 -3.9662 -2.3291
H -0.4963 2.2712 5.5138
H -1.9254 -4.6504 -2.5835
H -4.5613 -1.4490 -1.4321
H -2.1740 2.5316 3.7366
H 1.6452 1.4163 5.2635
H 0.0962 -3.1973 -2.0686
H -2.4707 -0.0405 -0.9964
H -1.3310 1.8312 1.3431
H 2.5114 1.0009 3.0210
H 1.5935 -2.6451 0.8494
H 0.1979 -3.2385 0.0678
H 0.3070 -3.3045 1.8870
H 0.7531 1.6187 -4.1855
H 1.4633 0.0900 -4.1702
H -0.3362 0.1338 -4.1224
H 3.4179 2.7410 0.1248
H 2.2083 3.6306 0.9402
H 2.3356 3.8316 -0.8124
H 0.0644 -0.9341 2.1992
H -1.2456 -1.3384 1.0581
H 0.9624 -1.4153 -1.4493
H 2.1885 0.3077 0.7380
H -0.3978 1.2326 -1.9388
H 0.5606 2.5136 -0.2994
```

SMILES = CCN1[C@H](c2ccccc2)[C@@H](C)C(=O)[C@@H](C)[C@@H]1c1ccccc1
Relative energy (zero: lowest compared OMol25 entry of this formula, charge and spin) = 91.7 kcal per mole
HOMO = -0.2901 Eh
Net charge = 0